The following is a quantum chemistry calculation of a cluster of 12 separate species, C58H152N12O17 in total, from OMol25.

Output
Spin multiplicity: 1
Structure (SMILES): COC[C@H](C)N.COC[C@H](C)N.COC[C@H](C)N.COC[C@H](C)N.COC[C@H](C)N.COC[C@H](C)N.COC[C@H](C)N.COCCNCCOC.COCCNCCOC.COCCNCCOC.COCCNCCOC.COCCNCCOC
E_HOMO (eV): -8.1
Frontier orbital gap (eV): 8.61
Relative energy (zero: lowest compared OMol25 entry of this formula, charge and spin) (kcal per mole): 101.5

Last column: Löwdin charge in e.
Atoms and positions in Å:
C (-5.0135, -5.8214, -1.0011)  -0.08
O (-4.9152, -7.2394, -1.1475)  -0.21
C (-5.2858, -8.0247, 0.0059)  -0.19
C (-5.4515, -9.4916, -0.4565)  -0.41
C (-6.5398, -9.6314, -1.5569)  -0.07
N (-5.8336, -10.3607, 0.6632)  0.02
H (-4.7389, -5.4512, -1.9889)  0.08
H (-4.3387, -5.5033, -0.2064)  0.08
H (-6.0445, -5.4725, -0.9427)  0.07
H (-4.4923, -7.9858, 0.7522)  0.11
H (-6.2365, -7.6632, 0.3980)  0.12
H (-4.4796, -9.7664, -0.8665)  0.14
H (-6.3142, -9.0122, -2.4251)  0.07
H (-7.5196, -9.2903, -1.2225)  0.07
H (-6.6212, -10.6784, -1.8488)  0.07
H (-6.6703, -10.0682, 1.1475)  0.07
H (-5.9885, -11.2599, 0.2301)  0.06
C (1.4689, -1.7801, -3.1161)  -0.10
O (2.3053, -0.6699, -3.3851)  -0.19
C (2.4507, -0.4143, -4.7833)  -0.17
C (3.0439, 0.9679, -5.1306)  -0.42
C (2.3241, 2.0749, -4.4116)  -0.08
N (2.8762, 1.3313, -6.5320)  0.02
H (1.8140, -2.6931, -3.6012)  0.09
H (0.4545, -1.5989, -3.4714)  0.05
H (1.4187, -1.9936, -2.0484)  0.09
H (3.0639, -1.2073, -5.2114)  0.13
H (1.5028, -0.4425, -5.3208)  0.11
H (4.0903, 1.1043, -4.8579)  0.13
H (1.2721, 2.0947, -4.6963)  0.08
H (2.6084, 3.0569, -4.7896)  0.07
H (2.5459, 2.0765, -3.3444)  0.05
H (3.0844, 2.3061, -6.6948)  0.07
H (1.9287, 1.3340, -6.8818)  0.07
C (3.7955, 5.9852, -2.2653)  -0.15
O (4.9856, 6.4763, -1.7856)  -0.20
C (4.8935, 7.9004, -1.4741)  -0.15
C (6.1008, 8.2691, -0.5367)  -0.41
C (5.8276, 7.6937, 0.8476)  -0.09
N (6.1584, 9.6733, -0.3301)  0.02
H (2.9654, 6.0146, -1.5595)  0.09
H (4.0450, 4.9890, -2.6308)  0.08
H (3.4856, 6.5990, -3.1110)  0.09
H (4.9570, 8.5259, -2.3646)  0.12
H (3.9111, 8.1104, -1.0514)  0.12
H (7.0081, 7.8962, -1.0121)  0.13
H (5.8835, 6.6052, 0.8376)  0.06
H (4.8244, 7.7885, 1.2632)  0.07
H (6.5148, 7.8431, 1.6804)  0.07
H (7.0761, 9.8531, 0.0517)  0.07
H (5.5471, 10.0880, 0.3587)  0.08
C (-1.6901, 0.1469, -4.6524)  -0.14
O (-2.2792, -1.0875, -4.5804)  -0.18
C (-1.6276, -1.9876, -5.4419)  -0.19
C (-2.0047, -3.4644, -5.0786)  -0.39
C (-1.8933, -3.8063, -3.5674)  -0.06
N (-1.1386, -4.4212, -5.7698)  0.03
H (-1.6996, 0.4315, -5.7045)  0.09
H (-0.6800, 0.3393, -4.2908)  0.07
H (-2.3227, 0.8509, -4.1117)  0.09
H (-1.9727, -1.8520, -6.4669)  0.13
H (-0.5402, -1.9184, -5.4154)  0.10
H (-3.0714, -3.6166, -5.2435)  0.13
H (-0.8811, -3.9064, -3.1755)  0.07
H (-2.3592, -4.7816, -3.4268)  0.07
H (-2.4958, -3.1078, -2.9867)  0.06
H (-0.1875, -4.3547, -5.4367)  0.06
H (-1.3415, -5.3260, -5.3694)  0.06
C (4.7168, 7.7360, 4.5084)  -0.17
O (4.1724, 6.7265, 5.2867)  -0.18
C (4.0903, 5.4550, 4.4883)  -0.12
C (3.7702, 4.1727, 5.3122)  -0.43
C (3.6064, 2.9320, 4.4879)  -0.08
N (2.4387, 4.2986, 5.9358)  0.01
H (5.7711, 7.6446, 4.2472)  0.08
H (4.6630, 8.7008, 5.0128)  0.09
H (4.2138, 7.9093, 3.5571)  0.07
H (3.2722, 5.6445, 3.7934)  0.12
H (5.0666, 5.2241, 4.0621)  0.12
H (4.4109, 4.1019, 6.1913)  0.14
H (4.4434, 2.8074, 3.8009)  0.07
H (2.7167, 2.9848, 3.8604)  0.08
H (3.4801, 2.0896, 5.1679)  0.09
H (2.4550, 3.6013, 6.6662)  0.07
H (2.3339, 5.2119, 6.3542)  0.06
C (-6.6666, -2.1518, -4.5096)  -0.11
O (-6.1630, -2.5127, -3.2428)  -0.22
C (-5.1981, -1.6073, -2.6701)  -0.14
C (-5.7950, -0.1843, -2.4420)  -0.47
C (-4.8782, 0.8046, -1.8222)  -0.06
N (-6.8987, -0.2639, -1.5787)  0.05
H (-7.2389, -2.9862, -4.9149)  0.08
H (-5.9648, -1.9707, -5.3237)  0.09
H (-7.3367, -1.3287, -4.2611)  0.08
H (-4.7587, -2.0759, -1.7895)  0.12
H (-4.3981, -1.4810, -3.3995)  0.10
H (-6.1909, 0.2701, -3.3502)  0.13
H (-5.4042, 1.6805, -1.4423)  0.07
H (-4.0752, 1.1953, -2.4473)  0.07
H (-4.4749, 0.3257, -0.9300)  0.08
H (-7.2233, -1.2182, -1.6433)  0.05
H (-6.5496, -0.2878, -0.6313)  0.03
C (5.1790, 0.0033, 1.8205)  -0.13
O (5.1956, -1.3370, 2.1964)  -0.19
C (5.7373, -2.1437, 1.1065)  -0.17
C (5.9672, -3.5329, 1.6618)  -0.44
C (7.2741, -3.6329, 2.4672)  -0.05
N (6.1148, -4.5500, 0.6168)  0.04
H (4.6670, 0.2332, 0.8861)  0.07
H (6.1887, 0.3759, 1.6478)  0.09
H (4.6876, 0.6741, 2.5253)  0.08
H (4.9039, -2.1785, 0.4049)  0.11
H (6.6083, -1.7068, 0.6181)  0.13
H (5.0579, -3.7483, 2.2230)  0.12
H (7.1714, -2.8989, 3.2665)  0.08
H (8.1294, -3.5054, 1.8036)  0.08
H (7.3662, -4.6495, 2.8496)  0.08
H (7.1090, -4.6103, 0.4496)  0.05
H (5.7205, -4.2255, -0.2546)  0.06
C (4.7533, 1.1855, -1.7504)  -0.10
O (6.0580, 1.0762, -1.2411)  -0.19
C (6.6355, 2.3332, -0.9311)  -0.21
C (8.1692, 2.2890, -0.8159)  -0.20
N (8.8142, 3.5278, -0.4211)  -0.07
C (8.5793, 4.6914, -1.2941)  -0.19
C (9.4931, 5.8227, -0.7907)  -0.26
O (10.8166, 5.4790, -0.9976)  -0.18
C (11.8500, 6.4886, -0.8026)  -0.07
H (4.2946, 0.2625, -2.1050)  0.09
H (4.7993, 1.8493, -2.6138)  0.08
H (4.1404, 1.6083, -0.9543)  0.06
H (6.2669, 2.6995, 0.0270)  0.11
H (6.2433, 3.1176, -1.5785)  0.10
H (8.6959, 1.9171, -1.6947)  0.11
H (8.4925, 1.5525, -0.0804)  0.11
H (9.8038, 3.3353, -0.3598)  0.10
H (7.5209, 4.9451, -1.3544)  0.10
H (8.8441, 4.5224, -2.3379)  0.12
H (9.1681, 6.2095, 0.1752)  0.12
H (9.3377, 6.6519, -1.4809)  0.11
H (12.7803, 6.0380, -1.1482)  0.08
H (12.1067, 6.7912, 0.2126)  0.08
H (11.7196, 7.4339, -1.3295)  0.08
C (3.2986, 3.4293, 0.8700)  -0.09
O (2.5532, 2.1881, 0.9446)  -0.21
C (1.1642, 2.2376, 0.6243)  -0.21
C (0.8315, 1.1828, -0.3871)  -0.21
N (-0.5668, 1.2735, -0.7247)  -0.04
C (-1.1592, 0.0022, -1.1218)  -0.16
C (-1.3596, -0.8825, 0.1177)  -0.18
O (-1.9714, -2.0813, -0.3246)  -0.19
C (-2.2292, -3.0028, 0.7130)  -0.09
H (3.4103, 3.7343, -0.1705)  0.07
H (4.3000, 3.3771, 1.2973)  0.07
H (2.8385, 4.2073, 1.4793)  0.08
H (0.9273, 3.2488, 0.2933)  0.12
H (0.5451, 2.0559, 1.5028)  0.11
H (1.1063, 0.2159, 0.0342)  0.11
H (1.4145, 1.4883, -1.2559)  0.11
H (-1.0795, 1.7451, 0.0066)  0.05
H (-0.5029, -0.4379, -1.8726)  0.09
H (-2.0995, 0.1518, -1.6524)  0.09
H (-2.0491, -0.4384, 0.8357)  0.10
H (-0.4302, -1.1385, 0.6264)  0.10
H (-2.6562, -3.9585, 0.4090)  0.07
H (-2.9038, -2.5795, 1.4572)  0.07
H (-1.2586, -3.2084, 1.1644)  0.05
C (2.0813, -1.6496, 2.2764)  -0.14
O (1.1103, -2.6152, 1.9940)  -0.19
C (1.9053, -3.7555, 1.5576)  -0.17
C (0.8828, -4.8115, 1.0770)  -0.19
N (0.0121, -5.2816, 2.1605)  -0.07
C (-0.8914, -6.3229, 1.7748)  -0.23
C (-1.8376, -6.5462, 2.9276)  -0.19
O (-2.9254, -5.5848, 2.8390)  -0.21
C (-4.2322, -6.0597, 3.2781)  -0.09
H (2.5961, -1.3629, 1.3594)  0.07
H (2.8738, -1.9574, 2.9585)  0.09
H (1.7019, -0.6649, 2.5494)  0.09
H (2.5305, -4.2044, 2.3294)  0.12
H (2.5149, -3.4113, 0.7221)  0.11
H (1.4250, -5.6527, 0.6452)  0.12
H (0.2402, -4.3838, 0.3075)  0.10
H (-0.5439, -4.5273, 2.5373)  0.09
H (-0.3297, -7.2223, 1.5225)  0.12
H (-1.4275, -6.0071, 0.8798)  0.11
H (-1.4227, -6.4252, 3.9283)  0.13
H (-2.1882, -7.5707, 2.8027)  0.11
H (-5.0466, -5.4032, 2.9717)  0.08
H (-4.2325, -6.1726, 4.3622)  0.08
H (-4.5664, -7.0367, 2.9289)  0.06
C (-6.2550, 4.2391, 0.2202)  -0.13
O (-5.0471, 3.5254, 0.2057)  -0.21
C (-4.0557, 4.2336, 0.9995)  -0.22
C (-2.7177, 3.6417, 0.8243)  -0.21
N (-2.4695, 2.2973, 1.4109)  -0.04
C (-2.3246, 2.2830, 2.9166)  -0.16
C (-1.7583, 0.9788, 3.3893)  -0.26
O (-2.7157, -0.0559, 3.4337)  -0.22
C (-2.2623, -1.3211, 4.1022)  -0.03
H (-6.8622, 3.6412, -0.4594)  0.09
H (-6.2570, 5.2146, -0.2663)  0.09
H (-6.7224, 4.2144, 1.2046)  0.08
H (-4.2730, 4.2535, 2.0675)  0.12
H (-4.0348, 5.2756, 0.6803)  0.12
H (-1.9131, 4.3342, 1.0718)  0.12
H (-2.5685, 3.5423, -0.2509)  0.12
H (-3.2584, 1.7139, 1.1712)  0.09
H (-3.3469, 2.4015, 3.2756)  0.10
H (-1.6984, 3.0456, 3.3795)  0.12
H (-1.3065, 1.1239, 4.3705)  0.12
H (-0.9997, 0.5692, 2.7223)  0.10
H (-1.2288, -1.5480, 3.8406)  0.08
H (-2.8470, -2.1599, 3.7245)  0.07
H (-2.3498, -1.2085, 5.1828)  0.08
C (-10.1341, -3.8364, 0.3785)  -0.14
O (-9.1076, -3.0661, 0.8701)  -0.18
C (-7.7947, -3.4252, 0.4374)  -0.18
C (-6.6744, -2.5991, 1.1896)  -0.18
N (-6.8801, -1.1746, 1.1465)  -0.07
C (-5.9205, -0.4378, 2.0204)  -0.17
C (-6.3187, 1.0076, 2.3649)  -0.22
O (-7.6252, 0.9462, 2.8704)  -0.18
C (-8.2272, 2.2174, 3.1322)  -0.09
H (-11.0359, -3.5905, 0.9392)  0.09
H (-9.9881, -4.9141, 0.4513)  0.08
H (-10.3444, -3.6128, -0.6674)  0.09
H (-7.6806, -3.3122, -0.6407)  0.11
H (-7.5925, -4.4758, 0.6460)  0.10
H (-5.6704, -2.8317, 0.8347)  0.11
H (-6.7255, -2.9443, 2.2223)  0.11
H (-7.7938, -0.8854, 1.4654)  0.11
H (-4.8479, -0.5152, 1.8424)  0.10
H (-6.0254, -0.8949, 3.0044)  0.11
H (-6.1109, 1.6095, 1.4802)  0.10
H (-5.7743, 1.4798, 3.1827)  0.12
H (-7.6102, 2.8343, 3.7855)  0.08
H (-9.1997, 2.0369, 3.5903)  0.09
H (-8.4306, 2.8497, 2.2679)  0.07